{
  "formula": "CH4N2O2",
  "method": "the ωB97M-V functional and the def2-TZVPD basis",
  "species": ["C", "N", "N", "O", "O", "H", "H", "H", "H"],
  "positions_angstrom": [[1.355905, -0.154974, 0.012250], [-1.069246, -0.732154, -0.414502], [-0.080160, 0.153931, 0.084727], [-0.390133, 1.307889, 0.373106], [-2.277225, -0.231806, -0.195778], [1.659932, -0.131548, 1.087412], [1.739328, 0.438605, -0.744035], [1.396946, -1.244476, -0.403480], [-2.335345, 0.594533, 0.200300]],
  "atomic_forces_ev_per_a": [[-2.04, -4.55, 0.93], [4.55, 2.29, 2.39], [-3.94, -2.38, -2.86], [-0.38, 0.83, 1.02], [-0.93, -3.11, -1.79], [0.49, 0.36, -1.31], [1.26, 1.65, -0.71], [0.10, 1.78, 1.02], [0.90, 3.13, 1.32]],
  "lowdin_charge": [0.01, 0.05, -0.35, -0.04, -0.01, 0.11, 0.06, 0.12, 0.05],
  "gap_ev": [9.39, 9.40],
  "e_above_lowest_kcal_mol": 100.8,
  "total_charge": 0,
  "e_homo_ev": [-8.94, -8.97],
  "smiles": "C/[N+]([O-])=N/O",
  "e_tot_ev": -8172.31322
}